[1]
The following is a quantum chemistry calculation of a molecular structure, C2HFI2O in a non-equilibrium geometry, from the Open Molecules 2025 dataset.

Element x y z (Å)
1 O -0.903 -0.206 1.634
2 C -0.244 -0.643 0.682
3 I -2.097 -3.073 0.218
4 I 0.985 -2.413 -1.471
5 H -0.857 -0.181 -0.201
6 C -0.412 -1.937 -0.019
7 F 1.179 -0.120 0.749

Values from the calculation:
spin multiplicity	1
orbital gap (spin up / spin down)	7.12 / 7.05	eV
ΔE to the lowest compared entry with this formula, charge and spin	275.9	kJ/mol
charge	0

Atomic partial charges in e from the natural (NBO) method, atoms 1 to 5: number 1, O, carries -0.6064; number 2, C, carries 0.3502; number 3, I, carries 0.4014; number 4, I, carries 0.3527; number 5, H, carries 0.3290

[2]
The following is a quantum chemistry calculation of a molecular structure, C40H35FeN2S in a non-equilibrium geometry, from the Open Molecules 2025 dataset.

Element x y z (Å)
1 C 4.481 -1.892 1.462
2 C -2.820 3.387 2.902
3 H -3.652 4.443 1.241
4 C 6.440 -0.437 1.710
5 H -2.654 4.287 3.514
6 C -3.486 2.304 0.852
7 H -0.072 4.886 0.584
8 C 5.822 -1.576 1.180
9 H 3.957 -2.723 0.980
10 H -3.680 -1.654 4.502
11 C 1.596 -2.158 2.231
12 H -4.916 -3.667 3.793
13 C 0.682 1.036 7.740
14 H 1.353 -1.945 1.190
15 H -0.449 -2.695 2.619
16 C 0.470 4.638 1.518
17 H 7.458 -0.201 1.454
18 C 4.450 0.065 2.931
19 H -1.548 3.334 9.573
20 C 0.825 1.853 5.558
21 C 1.160 3.056 3.223
22 H -1.733 -0.320 4.249
23 C -0.204 -0.549 2.813
24 Fe -0.477 2.475 6.998
25 C -4.029 -3.727 1.818
26 H -4.566 -4.617 1.503
27 H -0.196 -0.123 5.963
28 C 1.408 2.837 6.446
29 C -1.130 4.269 7.523
30 C 0.572 1.823 4.021
31 C 2.060 5.305 3.266
32 H 0.433 -2.246 4.012
33 C -3.135 -3.110 0.930
34 C -2.370 1.000 2.591
35 H 0.607 0.352 8.590
36 C 5.756 0.407 2.590
37 N 0.758 0.367 3.567
38 C 1.385 2.299 7.763
39 C 0.496 3.331 2.013
40 C -1.596 3.852 6.201
41 S 3.352 0.896 3.994
42 H -0.124 -0.402 1.723
43 C -2.377 2.615 6.410
44 C 2.123 3.982 3.718
45 H 2.016 -3.152 2.318
46 C 2.034 -0.072 3.384
47 H 1.835 3.781 6.168
48 C -4.219 -3.204 3.094
49 C -1.727 -0.340 3.150
50 C -2.396 -2.008 1.355
51 C -2.302 2.257 7.788
52 H -3.076 2.070 5.755
53 C -3.353 3.463 1.625
54 N 2.494 -1.147 2.718
55 H -1.469 4.417 5.280
56 C -3.516 -2.089 3.515
57 H -3.992 2.322 -0.109
58 H -2.821 1.396 8.219
59 C -2.474 2.130 3.414
60 H -2.281 2.055 4.466
61 C 0.298 -1.973 2.973
62 H 6.372 -2.253 0.528
63 H -0.556 1.879 3.957
64 H -2.973 -3.492 -0.069
65 C -2.965 1.060 1.303
66 H 2.708 6.075 3.703
67 H -0.093 2.558 1.455
68 H 1.882 2.709 8.637
69 H 1.391 6.602 1.728
70 C 0.292 0.775 6.376
71 H -1.687 -1.528 0.669
72 H 2.830 3.690 4.493
73 C -2.574 -1.523 2.652
74 H 6.139 1.314 3.041
75 H -0.650 5.224 7.760
76 H -3.084 0.159 0.662
77 C 3.852 -1.063 2.372
78 C -1.587 3.279 8.481
79 C 1.225 5.632 2.186

Values from the calculation:
spin multiplicity	5
orbital gap (spin up / spin down)	3.34 / 5.50	eV
charge	-1

Atomic partial charges in e from the Mulliken method, atoms 1 to 5: number 1, C, carries -0.8239; number 2, C, carries -0.3332; number 3, H, carries 0.3910; number 4, C, carries -0.6860; number 5, H, carries 0.3496

[3]
The following is a quantum chemistry calculation of a molecular structure, C46H47ClN4S in a non-equilibrium geometry, from the Open Molecules 2025 dataset.

Element x y z (Å)
1 C 7.413 -1.961 3.570
2 C -7.576 -0.183 -1.743
3 C -3.346 0.230 -1.135
4 C 3.347 2.439 1.554
5 H 7.475 -3.057 3.824
6 H 5.738 2.474 3.902
7 H -4.252 -2.907 -4.516
8 C -9.058 -5.074 3.887
9 H -10.993 -6.001 3.798
10 H -10.671 -1.533 -1.444
11 C 3.904 0.954 -0.491
12 H 2.048 0.995 -5.069
13 H -7.891 -2.781 1.679
14 H 9.895 0.734 3.097
15 Cl 9.002 -1.482 2.760
16 C -0.970 0.386 -0.779
17 C -3.352 1.522 -1.650
18 C 3.902 0.762 -2.024
19 C -10.315 -5.292 3.336
20 C 3.928 1.385 2.478
21 H 7.227 -1.320 4.468
22 C 8.266 3.695 3.367
23 C -9.830 -3.699 1.598
24 C -4.300 -1.958 -5.037
25 H 7.277 4.095 3.557
26 C 8.471 2.320 3.358
27 C 5.301 0.081 -4.103
28 C -2.155 -0.336 -0.697
29 H 4.537 3.646 4.011
30 H -0.041 -0.055 -0.435
31 H -10.392 -0.666 0.857
32 C -8.744 -0.846 -2.100
33 H 9.170 5.629 3.137
34 H -0.050 2.234 -1.372
35 C 3.858 1.731 4.014
36 H 6.720 -1.329 1.544
37 H 4.158 -1.534 3.340
38 S 2.308 4.344 0.587
39 H -5.063 -2.817 -6.852
40 H -11.686 -4.767 1.769
41 H 11.431 4.718 2.717
42 H -6.787 -0.043 -2.475
43 C -9.758 -1.019 -1.165
44 H 5.883 -2.798 2.239
45 C 9.330 4.557 3.133
46 N 4.920 -1.275 -0.150
47 H -3.560 -0.829 -3.365
48 C -4.752 -1.908 -6.351
49 H 11.793 2.271 2.693
50 C -3.968 0.426 -5.060
51 C -9.601 -0.533 0.128
52 H -2.150 -1.342 -0.291
53 C -3.910 -0.791 -4.391
54 C -10.703 -4.602 2.195
55 C 9.738 1.807 3.110
56 C 4.480 0.127 1.947
57 H -6.505 0.814 -0.170
58 C 4.433 -0.057 0.446
59 H -7.208 -3.995 3.724
60 C -8.572 -3.484 2.146
61 H 6.061 0.128 -2.007
62 H -4.270 -0.334 -1.074
63 H -5.153 -0.653 -8.047
64 C 6.274 -1.762 2.484
65 N 2.784 3.622 2.025
66 H -8.304 0.494 1.498
67 N 4.876 2.755 4.386
68 C -7.417 0.299 -0.449
69 C -4.411 0.475 -6.376
70 H 1.767 1.327 -2.485
71 H 4.625 -2.023 0.496
72 N 2.768 3.294 -0.632
73 C -8.429 0.121 0.488
74 H -2.172 3.248 -2.140
75 H 6.277 -0.286 -4.500
76 H 3.944 0.807 4.655
77 H -4.283 1.966 -1.987
78 H 4.452 -1.492 -1.034
79 C -0.976 1.673 -1.302
80 H 4.253 0.177 -6.091
81 C -2.167 2.242 -1.736
82 C 3.338 2.230 0.051
83 C 10.599 4.045 2.894
84 H -10.131 -3.165 0.705
85 H -4.451 1.423 -6.900
86 H -8.865 -1.227 -3.108
87 C -8.187 -4.168 3.294
88 C 4.152 0.330 -4.988
89 C 5.027 -0.918 2.978
90 C 10.803 2.670 2.881
91 H -8.756 -5.610 4.780
92 H 5.375 -0.325 3.877
93 H 7.641 1.645 3.543
94 C 5.171 0.310 -2.664
95 C 2.749 1.001 -2.903
96 H -3.666 1.337 -4.555
97 H 2.818 2.129 4.215
98 C -4.805 -0.691 -7.021
99 C 2.895 0.803 -4.356

Values from the calculation:
spin multiplicity	1
orbital gap	7.05	eV
ΔE to the lowest compared entry with this formula, charge and spin	311.7	kJ/mol
charge	0

Atomic partial charges in e from the Mulliken method, atoms 1 to 5: number 1, C, carries -0.4499; number 2, C, carries -0.1990; number 3, C, carries -0.5962; number 4, C, carries 0.6822; number 5, H, carries 0.3908

Number 1: electronic energy -23052.21868 eV. Number 2: electronic energy -90243.88990 eV. Number 3: electronic energy -77779.51616 eV.